189
Properties=species:S:1:pos:R:3 method="wB97M-V/def2-TZVPD" molar_mass_g_mol=1479.68 e_homo_ev=-7.47 gap_ev=9.00 e_tot_ev=-204762.5148 total_charge=-1
O 2.710 -1.177 -2.142
C 2.025 -0.570 -1.321
O 0.953 -1.060 -0.710
B 0.411 -0.060 0.234
O 1.382 1.066 0.266
C 2.256 0.862 -0.735
O 3.152 1.629 -1.043
O 0.230 -0.580 1.605
C -1.027 -0.287 2.000
O -1.596 -0.710 2.995
C -1.760 0.418 0.837
O -0.896 0.519 -0.144
O -2.976 0.677 0.807
C -4.361 -1.174 -1.428
C -5.378 -2.164 -2.022
O -5.065 -3.155 -2.678
C -6.816 -1.871 -1.630
H -3.508 -1.159 -2.108
H -4.032 -1.556 -0.462
H -4.726 -0.149 -1.375
H -7.177 -2.455 -0.783
H -7.477 -2.040 -2.480
H -6.912 -0.789 -1.544
C -4.905 -0.791 3.405
C -6.345 -0.678 2.808
O -6.979 0.360 2.854
C -6.860 -1.859 1.986
H -4.719 -1.833 3.667
H -4.935 -0.145 4.283
H -4.089 -0.528 2.731
H -5.949 -2.404 1.738
H -7.452 -1.564 1.119
H -7.373 -2.533 2.672
C -0.092 3.547 -1.195
C -0.856 4.891 -1.397
O -0.963 5.496 -2.499
C -1.529 5.531 -0.186
H 0.770 3.578 -0.529
H 0.451 3.368 -2.123
H -0.845 2.797 -0.953
H -0.738 5.802 0.513
H -2.238 4.794 0.192
H -2.084 6.384 -0.576
C 1.849 5.251 4.662
C 1.579 4.165 3.620
O 0.602 3.391 3.616
C 2.474 4.133 2.366
H 2.003 6.240 4.231
H 2.606 5.066 5.425
H 0.899 5.337 5.188
H 2.264 3.142 1.963
H 3.557 4.242 2.416
H 2.105 4.780 1.571
C 0.895 1.618 6.349
C 1.555 0.349 5.852
O 1.779 -0.616 6.607
C 2.050 0.316 4.373
H 0.648 1.565 7.409
H -0.015 1.839 5.791
H 1.589 2.423 6.105
H 1.236 0.392 3.651
H 2.576 -0.618 4.174
H 2.668 1.202 4.230
C -2.296 2.662 4.105
C -2.246 4.055 3.757
N -2.187 5.210 3.467
H -1.745 2.403 5.009
H -1.784 2.158 3.285
H -3.273 2.207 4.265
C -0.773 -4.401 1.588
C -0.736 -3.765 0.120
C -1.995 -4.294 -0.646
S -3.294 -4.727 0.629
O -3.588 -6.161 0.542
O -4.451 -3.837 0.542
C -2.259 -4.293 2.070
H -0.082 -3.862 2.236
H -0.417 -5.431 1.556
H 0.156 -4.129 -0.390
H -0.765 -2.683 0.243
H -1.923 -5.087 -1.390
H -2.383 -3.430 -1.186
H -2.523 -4.962 2.888
H -2.503 -3.265 2.336
C 3.349 -3.058 2.813
C 2.777 -3.508 1.465
C 3.966 -3.595 0.426
S 5.161 -2.223 0.866
O 4.908 -1.023 0.141
O 6.471 -2.813 0.941
C 4.494 -2.004 2.577
H 3.788 -3.945 3.269
H 2.572 -2.679 3.477
H 2.034 -2.802 1.093
H 2.313 -4.470 1.685
H 3.700 -3.497 -0.627
H 4.534 -4.520 0.522
H 4.026 -1.020 2.603
H 5.375 -1.893 3.209
C 5.628 4.399 -5.015
C 5.841 4.569 -3.501
C 4.768 3.770 -2.742
S 3.350 3.628 -3.898
O 2.289 4.494 -3.394
O 3.077 2.222 -4.258
C 4.150 4.499 -5.249
H 6.044 3.451 -5.357
H 6.087 5.205 -5.588
H 5.894 5.627 -3.247
H 6.836 4.297 -3.151
H 4.351 4.205 -1.834
H 5.133 2.771 -2.504
H 3.777 5.523 -5.250
H 3.704 3.984 -6.100
C 2.809 -4.836 -4.611
C 3.606 -3.578 -4.968
C 3.117 -3.014 -6.264
S 2.816 -4.512 -7.365
O 3.952 -4.806 -8.237
O 1.450 -4.338 -7.966
C 2.816 -5.689 -5.931
H 1.798 -4.552 -4.319
H 3.153 -5.373 -3.727
H 4.666 -3.823 -5.026
H 3.474 -2.903 -4.123
H 3.679 -2.282 -6.844
H 2.179 -2.482 -6.107
H 3.801 -6.146 -6.027
H 2.063 -6.470 -6.030
C -1.009 0.167 -5.161
C -2.364 -0.230 -4.603
C -2.478 -1.762 -4.889
S -0.779 -2.452 -4.763
O -0.471 -3.030 -6.058
O -0.596 -3.225 -3.512
C 0.036 -0.759 -4.583
H -0.683 1.168 -4.877
H -1.068 0.263 -6.245
H -3.117 0.296 -5.191
H -2.384 0.058 -3.552
H -2.807 -1.881 -5.921
H -3.076 -2.339 -4.184
H 0.987 -0.730 -5.114
H 0.045 -0.587 -3.506
C -1.947 -1.095 7.512
C -2.821 -1.223 8.751
C -3.781 0.016 8.779
S -4.083 0.399 7.020
O -3.488 1.711 6.684
O -5.468 0.041 6.584
C -2.928 -0.881 6.321
H -1.456 -2.061 7.393
H -1.305 -0.217 7.588
H -2.199 -1.284 9.644
H -3.255 -2.223 8.746
H -3.376 0.943 9.186
H -4.804 -0.179 9.099
H -2.451 -0.390 5.473
H -3.487 -1.779 6.059
C 7.346 -0.975 -4.834
C 6.037 -0.386 -4.301
C 5.979 -0.570 -2.736
S 6.818 -2.286 -2.459
O 5.853 -3.410 -2.503
O 7.690 -2.101 -1.286
C 7.698 -2.238 -4.020
H 8.203 -0.307 -4.742
H 7.301 -1.214 -5.896
H 5.250 -1.010 -4.722
H 5.734 0.619 -4.595
H 5.032 -0.488 -2.202
H 6.684 0.172 -2.361
H 7.317 -3.098 -4.570
H 8.755 -2.397 -3.807
C -5.009 3.442 1.280
C -5.123 3.158 -0.162
C -6.370 3.803 -0.728
S -6.918 5.152 0.499
O -8.067 4.648 1.275
O -6.886 6.508 -0.073
C -5.382 4.872 1.605
H -3.991 3.277 1.631
H -5.640 2.675 1.729
H -5.079 2.082 -0.325
H -4.261 3.526 -0.718
H -7.226 3.153 -0.907
H -6.219 4.306 -1.683
H -5.637 5.067 2.646
H -4.583 5.477 1.178

=====

180
Properties=species:S:1:pos:R:3 method="wB97M-V/def2-TZVPD" molar_mass_g_mol=943.54 e_homo_ev=-8.16 gap_ev=8.51 e_tot_ev=-79063.3278 smiles=CC1(C)CCCC(C)(C)N1O.CC1(C)CCCC(C)(C)N1O.CC1(C)CCCC(C)(C)N1O.CC1(C)CCCC(C)(C)N1O.CC1(C)CCCC(C)(C)N1O.CC1(C)CCCC(C)(C)N1O total_charge=0 relative_energy_kcal_mol=89.9
C 0.249 8.655 0.256
C 1.519 7.842 0.575
C 1.982 8.258 2.003
C 1.288 7.522 3.145
C 1.197 6.038 2.902
C 0.539 5.648 1.567
N 1.264 6.395 0.523
O 0.934 5.904 -0.758
C 0.639 4.141 1.364
C -0.932 6.081 1.650
C 2.657 8.233 -0.406
H -0.636 8.626 0.893
H -0.049 8.342 -0.747
H 0.431 9.734 0.295
H 3.069 8.259 2.102
H 1.600 9.275 2.095
H 0.329 8.050 3.190
H 1.748 7.775 4.102
H 0.662 5.645 3.771
H 2.219 5.650 2.869
H 1.672 3.788 1.324
H 0.094 3.626 2.155
H 0.206 3.797 0.423
H -1.508 5.349 2.235
H -1.137 6.958 2.264
H -1.492 6.197 0.722
H 2.586 7.969 -1.462
H 3.580 7.760 -0.065
H 2.757 9.317 -0.348
H 1.668 5.318 -0.969
C -2.898 -3.226 1.852
C -2.485 -2.090 0.903
C -3.222 -0.812 1.510
C -2.767 0.518 0.931
C -1.265 0.576 1.207
C -0.411 -0.569 0.671
N -1.056 -1.844 1.018
O -0.248 -2.975 0.807
C -0.241 -0.313 -0.830
C 0.951 -0.527 1.393
C -2.959 -2.361 -0.574
H -2.123 -3.970 2.055
H -3.696 -3.763 1.341
H -3.059 -2.844 2.857
H -4.274 -0.983 1.252
H -3.240 -0.748 2.597
H -3.260 1.343 1.449
H -2.973 0.629 -0.132
H -1.170 0.497 2.296
H -0.900 1.520 0.795
H 0.027 -1.282 -1.284
H -1.105 0.020 -1.404
H 0.626 0.292 -1.103
H 0.837 -0.629 2.476
H 1.592 -1.371 1.142
H 1.401 0.451 1.224
H -4.026 -2.579 -0.603
H -2.361 -3.159 -1.008
H -2.854 -1.402 -1.084
H -0.025 -2.920 -0.138
C -2.255 1.278 -5.090
C -2.657 2.605 -4.424
C -3.350 3.511 -5.469
C -4.779 3.154 -5.845
C -5.617 3.027 -4.542
C -4.956 2.087 -3.461
N -3.559 2.411 -3.276
O -2.880 1.784 -2.223
C -5.693 2.468 -2.169
C -5.313 0.637 -3.794
C -1.380 3.317 -3.937
H -1.626 0.605 -4.497
H -1.521 1.536 -5.862
H -2.998 0.646 -5.570
H -3.262 4.536 -5.101
H -2.796 3.402 -6.406
H -4.716 2.130 -6.233
H -5.295 3.742 -6.601
H -6.538 2.554 -4.892
H -5.906 3.979 -4.100
H -5.971 1.563 -1.611
H -5.044 2.975 -1.459
H -6.682 2.871 -2.382
H -6.328 0.532 -4.185
H -4.778 0.241 -4.662
H -5.142 -0.027 -2.948
H -0.777 2.586 -3.401
H -1.615 4.101 -3.213
H -0.867 3.801 -4.767
H -2.803 2.481 -1.560
C -0.336 0.328 8.115
C -1.649 -0.402 7.810
C -2.388 0.317 6.681
C -1.737 0.189 5.347
C -1.781 -1.289 4.988
C -1.217 -2.284 6.093
N -1.607 -1.824 7.444
O -1.138 -2.641 8.485
C -1.982 -3.550 5.721
C 0.283 -2.482 6.010
C -2.547 -0.211 9.044
H -0.473 1.368 7.826
H 0.527 -0.127 7.626
H -0.055 0.252 9.166
H -3.405 -0.090 6.665
H -2.508 1.371 6.949
H -0.720 0.587 5.393
H -2.327 0.688 4.574
H -1.183 -1.491 4.089
H -2.763 -1.558 4.598
H -1.756 -4.382 6.393
H -3.058 -3.374 5.810
H -1.880 -3.828 4.672
H 0.800 -2.895 5.137
H 0.757 -1.495 5.995
H 0.543 -3.129 6.848
H -2.016 -0.325 9.988
H -3.391 -0.905 9.020
H -3.001 0.781 9.072
H -1.907 -3.160 8.742
C 3.833 -4.729 0.837
C 3.432 -5.995 1.611
C 1.865 -5.981 1.702
C 1.266 -6.372 0.361
C 1.704 -7.792 0.013
C 3.221 -7.856 -0.161
N 3.803 -7.297 1.090
O 5.172 -7.624 1.250
C 3.604 -9.320 -0.252
C 3.658 -7.108 -1.428
C 3.943 -5.799 3.042
H 3.249 -4.610 -0.078
H 4.870 -4.738 0.492
H 3.661 -3.818 1.409
H 1.601 -6.752 2.434
H 1.407 -5.057 2.057
H 1.547 -5.611 -0.364
H 0.179 -6.372 0.480
H 1.223 -8.056 -0.934
H 1.315 -8.471 0.771
H 4.674 -9.473 -0.366
H 3.242 -9.877 0.617
H 3.025 -9.749 -1.073
H 4.714 -6.839 -1.441
H 3.444 -7.666 -2.342
H 3.068 -6.195 -1.490
H 3.701 -6.672 3.652
H 3.492 -4.917 3.496
H 5.019 -5.613 3.048
H 5.127 -8.215 2.010
C 1.300 1.496 -5.523
C 2.599 0.921 -6.143
C 3.847 1.494 -5.456
C 4.023 0.970 -4.016
C 4.119 -0.556 -4.152
C 2.984 -1.279 -4.897
N 2.671 -0.542 -6.114
O 1.636 -1.201 -6.839
C 3.442 -2.708 -5.150
C 1.753 -1.285 -3.980
C 2.737 1.469 -7.586
H 1.310 1.503 -4.438
H 0.502 0.852 -5.897
H 1.071 2.473 -5.949
H 4.715 1.058 -5.958
H 3.816 2.564 -5.656
H 3.317 1.320 -3.264
H 5.018 1.257 -3.666
H 4.054 -0.948 -3.131
H 5.075 -0.908 -4.542
H 2.632 -3.260 -5.633
H 4.340 -2.805 -5.757
H 3.562 -3.201 -4.184
H 0.846 -1.769 -4.355
H 1.877 -1.910 -3.083
H 1.471 -0.322 -3.559
H 2.495 2.530 -7.620
H 1.945 1.026 -8.199
H 3.714 1.251 -8.009
H 2.136 -1.514 -7.599